DFT (ωB97M-V/def2-TZVPD) results for a structure of composition C16H30NOSc in a non-equilibrium geometry.

**HOMO level (alpha / beta)**: -14.80 / -14.88 eV
**E_tot**: -41298.2211 eV
**Frontier orbital gap (alpha / beta)**: 5.73 / 5.87 eV
**ΔE to the lowest compared entry with this formula, charge and spin**: 5.500 eV
**Total charge**: +2

Geometry (Å):
C: -1.820 0.971 -1.901
H: -2.329 1.568 -1.110
H: -1.443 1.358 -2.820
H: -0.085 1.745 1.160
C: -2.340 -0.416 -1.964
H: -1.558 -1.100 -1.828
H: -3.030 -0.624 -1.152
C: -3.020 -0.673 -3.296
H: -3.428 -1.693 -3.345
H: -3.865 0.016 -3.389
H: -2.336 -0.405 -4.115
C: 2.073 -0.280 0.311
C: 1.913 -1.096 -0.841
C: 1.685 -0.266 -1.945
C: 1.743 1.089 -1.503
C: 1.957 1.072 -0.094
C: 1.948 2.251 0.819
C: 1.618 2.285 -2.371
C: 1.494 -0.703 -3.340
C: 1.985 -2.568 -0.858
C: 2.366 -0.760 1.677
Sc: -0.476 0.861 -0.208
H: 1.306 3.180 -1.818
H: 2.554 2.520 -2.897
H: 0.875 2.136 -3.167
H: 1.464 3.134 0.363
H: 1.478 2.018 1.804
H: 2.971 2.554 1.099
H: 1.972 -1.769 1.860
H: 3.459 -0.831 1.807
H: 1.979 -0.102 2.463
H: 1.480 -3.003 -1.722
H: 3.037 -2.870 -0.905
H: 1.545 -3.051 0.021
H: 0.673 -0.211 -3.863
H: 2.394 -0.532 -3.937
H: 1.262 -1.764 -3.403
C: -2.695 0.690 3.562
N: -1.720 -0.415 3.557
C: -1.413 -1.064 4.817
C: -1.090 -0.748 2.448
O: -1.376 -0.156 1.339
H: -3.096 0.728 4.572
H: -3.523 0.519 2.866
H: -2.229 1.659 3.342
H: -1.451 -2.153 4.731
H: -0.426 -0.783 5.182
H: -2.151 -0.742 5.540
H: -0.334 -1.573 2.453